97
Properties=species:S:1:pos:R:3 method="wB97M-V/def2-TZVPD" mol_weight_da=910.86 orbital_gap_ev="6.1 / 6.1" s2=1.060 spin_multiplicity=2 e_tot_ev=-221518.1137 homo_ev="-7.2 / -7.2"
Ni 1.33 -0.01 0.34
S 3.56 -0.33 -0.16
C 3.25 -2.00 0.15
C 4.28 -2.94 0.31
C 3.97 -4.28 0.43
C 2.62 -4.66 0.37
C 1.68 -3.66 0.27
N 1.96 -2.36 0.17
H 5.31 -2.59 0.32
H 4.74 -5.02 0.56
H 2.33 -5.70 0.41
H 0.62 -3.93 0.23
C -0.45 5.72 -1.46
C -0.28 5.62 -0.08
C 0.44 4.55 0.45
C 1.00 3.57 -0.38
C 0.81 3.70 -1.76
C 0.10 4.76 -2.30
Si 2.09 2.21 0.36
C 3.75 2.66 -0.42
C 4.05 2.37 -1.75
C 5.25 2.79 -2.31
C 6.18 3.49 -1.55
C 5.89 3.77 -0.22
C 4.69 3.36 0.34
H -1.01 6.55 -1.87
H -0.69 6.37 0.58
H 0.57 4.47 1.52
H 1.24 2.96 -2.44
H -0.03 4.84 -3.37
H 2.21 2.57 1.80
H 3.36 1.80 -2.36
H 5.47 2.56 -3.35
H 7.11 3.81 -1.99
H 6.61 4.32 0.39
H 4.48 3.58 1.38
N -3.17 3.63 -2.66
C -2.21 2.69 -2.52
O -1.71 2.13 -3.47
C -1.83 2.31 -1.11
C -2.23 2.97 0.04
C -1.84 2.47 1.26
C -1.09 1.33 1.33
N -0.64 0.69 0.22
C -1.02 1.19 -0.98
H -3.42 3.91 -3.59
H -3.55 4.14 -1.88
H -2.84 3.87 0.00
H -2.13 2.95 2.19
H -0.79 0.91 2.29
H -0.65 0.70 -1.86
Cl 2.40 1.73 5.22
C 1.49 0.35 4.78
Cl -0.89 1.34 4.55
Cl 1.29 -0.85 5.98
C 1.51 -0.04 3.43
N 1.35 -0.30 2.32
C 1.03 -3.14 -2.62
Si -0.58 -2.33 -2.12
C -0.95 -1.10 -3.48
C -1.90 -3.68 -2.15
Ge -1.03 -1.60 0.21
Si -0.85 -2.88 2.37
C 0.80 -3.32 3.12
C -1.65 -4.48 1.82
C -1.97 -1.97 3.53
Si -3.46 -1.15 0.11
C -4.12 0.10 1.36
C -4.04 -0.59 -1.59
C -4.39 -2.76 0.45
H 1.00 -3.29 -3.71
H 1.16 -4.12 -2.15
H 1.90 -2.53 -2.38
H -1.10 -1.67 -4.40
H -0.12 -0.42 -3.65
H -1.84 -0.50 -3.31
H -1.83 -4.27 -3.07
H -2.91 -3.25 -2.10
H -1.79 -4.37 -1.30
H 1.12 -4.30 2.79
H 0.69 -3.33 4.21
H 1.58 -2.60 2.88
H -1.01 -5.06 1.15
H -2.60 -4.31 1.30
H -1.86 -5.11 2.70
H -1.54 -1.01 3.85
H -2.14 -2.58 4.43
H -2.94 -1.77 3.07
H -3.49 0.20 2.24
H -5.12 -0.21 1.69
H -4.21 1.09 0.90
H -3.54 0.31 -1.93
H -5.12 -0.37 -1.55
H -3.89 -1.36 -2.35
H -4.35 -3.03 1.51
H -4.00 -3.60 -0.14
H -5.44 -2.63 0.18


97
Properties=species:S:1:pos:R:3 method="wB97M-V/def2-TZVPD" mol_weight_da=910.86 orbital_gap_ev="6.2 / 7.0" s2=3.769 spin_multiplicity=4 e_tot_ev=-221519.6295 relative_energy_kj_mol=99.9 homo_ev="-6.9 / -8.4"
Ni -0.22 -0.15 -0.46
S 1.12 -0.03 1.51
C 0.25 1.49 1.74
C 0.73 2.48 2.59
C -0.01 3.65 2.70
C -1.18 3.79 1.96
C -1.56 2.76 1.12
N -0.86 1.62 1.01
H 1.64 2.32 3.14
H 0.33 4.44 3.36
H -1.78 4.68 2.03
H -2.45 2.83 0.52
C 1.74 -1.24 -6.26
C 1.53 0.06 -5.84
C 1.50 0.36 -4.48
C 1.73 -0.63 -3.52
C 1.93 -1.94 -3.96
C 1.94 -2.24 -5.32
Si 1.83 -0.18 -1.68
C 3.20 -1.28 -1.00
C 2.96 -2.61 -0.63
C 3.98 -3.45 -0.23
C 5.29 -2.98 -0.17
C 5.55 -1.66 -0.51
C 4.52 -0.82 -0.93
H 1.75 -1.48 -7.32
H 1.37 0.85 -6.57
H 1.34 1.39 -4.17
H 2.12 -2.73 -3.24
H 2.11 -3.26 -5.64
H 2.51 1.16 -1.73
H 1.94 -2.98 -0.65
H 3.77 -4.48 0.04
H 6.09 -3.63 0.13
H 6.57 -1.28 -0.47
H 4.74 0.20 -1.20
N -5.15 0.87 -3.28
C -4.53 2.06 -3.40
O -5.09 3.08 -3.78
C -3.08 2.12 -3.00
C -2.35 3.24 -3.39
C -1.04 3.37 -2.97
C -0.50 2.38 -2.16
N -1.19 1.30 -1.79
C -2.45 1.17 -2.21
H -6.12 0.84 -3.56
H -4.69 -0.02 -3.15
H -2.84 3.99 -3.99
H -0.43 4.22 -3.25
H 0.51 2.45 -1.79
H -2.98 0.28 -1.89
Cl -2.24 -4.13 -3.76
C -2.18 -2.42 -3.60
Cl -4.56 -1.82 -2.76
Cl -2.20 -1.48 -5.02
C -1.54 -1.92 -2.47
N -1.18 -1.54 -1.44
C -0.06 -4.52 -0.34
Si -1.35 -3.82 0.81
C -3.04 -3.48 0.10
C -1.61 -5.07 2.18
Ge -0.63 -1.70 1.88
Si 0.82 -2.36 3.73
C 2.35 -3.13 2.99
C -0.01 -3.59 4.89
C 1.30 -0.86 4.76
Si -2.64 -0.65 2.70
C -2.26 0.60 4.05
C -3.77 0.05 1.38
C -3.50 -2.09 3.55
H -0.44 -5.44 -0.80
H 0.85 -4.77 0.22
H 0.19 -3.83 -1.14
H -3.16 -3.96 -0.88
H -3.22 -2.42 -0.07
H -3.82 -3.86 0.76
H -2.23 -5.88 1.77
H -2.15 -4.65 3.04
H -0.68 -5.51 2.54
H 2.11 -4.06 2.47
H 3.09 -3.35 3.76
H 2.82 -2.46 2.26
H -0.29 -4.51 4.39
H -0.92 -3.16 5.34
H 0.67 -3.84 5.71
H 2.13 -0.33 4.31
H 1.60 -1.17 5.77
H 0.47 -0.16 4.86
H -1.59 1.40 3.74
H -1.81 0.09 4.91
H -3.19 1.07 4.39
H -3.21 0.57 0.60
H -4.48 0.76 1.82
H -4.35 -0.74 0.90
H -2.80 -2.66 4.17
H -3.95 -2.77 2.83
H -4.30 -1.71 4.20


92
Properties=species:S:1:pos:R:3 method="wB97M-V/def2-TZVPD" mol_weight_da=932.09 orbital_gap_ev=6.0 total_charge=+3 e_tot_ev=-85087.8609 relative_energy_kj_mol=105.5 homo_ev=-16.3
Os 0.13 0.33 1.36
O 2.24 0.03 1.91
C 2.63 -0.60 3.12
C 1.40 -1.01 3.84
C 1.48 -1.66 5.06
C 0.31 -1.99 5.72
C -0.91 -1.68 5.13
C -0.91 -1.07 3.90
N 0.23 -0.72 3.27
H 3.03 0.31 1.42
H 3.22 0.08 3.73
H 3.24 -1.49 2.90
H 2.44 -1.90 5.48
H 0.34 -2.48 6.69
H -1.85 -1.92 5.61
H -1.83 -0.85 3.38
C -3.08 0.09 1.31
O -1.90 0.88 1.09
Si -1.74 2.59 1.34
C -2.67 3.47 0.00
C -2.45 2.95 3.02
C 0.15 2.34 1.17
Si 0.75 2.56 -0.69
C 0.73 4.37 -1.13
C -0.35 1.54 -1.83
C 2.47 1.81 -0.85
Si 1.12 3.37 2.51
C 2.98 3.34 2.28
C 0.53 5.14 2.39
C 0.73 2.54 4.17
H -3.88 0.45 0.66
H -3.40 0.16 2.35
H -2.86 -0.95 1.07
H -3.73 3.22 0.07
H -2.34 3.22 -1.01
H -2.60 4.55 0.12
H -3.54 2.96 2.95
H -2.15 3.93 3.39
H -2.17 2.22 3.77
H -0.23 4.85 -0.93
H 0.95 4.49 -2.19
H 1.50 4.92 -0.57
H -1.24 1.14 -1.33
H 0.21 0.69 -2.21
H -0.68 2.12 -2.69
H 3.22 2.35 -0.26
H 2.79 1.88 -1.89
H 2.48 0.75 -0.57
H 3.30 4.02 1.50
H 3.39 2.35 2.06
H 3.45 3.68 3.21
H 1.02 5.66 1.57
H 0.81 5.67 3.31
H -0.55 5.25 2.26
H 0.17 1.62 4.05
H 0.14 3.20 4.81
H 1.65 2.32 4.71
S -0.19 -1.60 0.03
Sb -0.19 -2.56 -2.17
C -1.10 -1.22 -3.52
C -0.42 -0.89 -4.68
C -1.02 -0.03 -5.59
C -2.29 0.48 -5.34
C -2.97 0.12 -4.18
C -2.38 -0.73 -3.26
C -1.34 -4.29 -1.81
C -0.84 -5.56 -2.11
C -1.68 -6.65 -1.98
C -2.99 -6.47 -1.56
C -3.47 -5.21 -1.25
C -2.64 -4.10 -1.37
C 1.85 -2.65 -2.70
C 2.49 -1.44 -2.93
C 3.81 -1.43 -3.34
C 4.49 -2.64 -3.50
C 3.86 -3.84 -3.23
C 2.53 -3.86 -2.82
H 0.57 -1.29 -4.89
H -0.50 0.23 -6.50
H -2.76 1.14 -6.05
H -3.97 0.50 -3.99
H -2.91 -1.01 -2.36
H 0.18 -5.70 -2.45
H -1.31 -7.64 -2.21
H -3.65 -7.33 -1.49
H -4.49 -5.07 -0.92
H -3.02 -3.11 -1.13
H 1.95 -0.50 -2.82
H 4.31 -0.49 -3.54
H 5.52 -2.63 -3.84
H 4.39 -4.78 -3.34
H 2.05 -4.81 -2.61


93
Properties=species:S:1:pos:R:3 method="wB97M-V/def2-TZVPD" mol_weight_da=825.85 orbital_gap_ev=7.9 total_charge=+1 e_tot_ev=-135404.8348 relative_energy_kj_mol=171.6 homo_ev=-10.6
Cs -1.08 0.50 0.85
N -2.47 0.12 -1.48
P -2.82 -1.53 -1.07
C -4.11 -1.93 -2.31
C -5.04 -2.91 -2.00
C -6.02 -3.27 -2.92
C -6.08 -2.63 -4.14
C -5.16 -1.63 -4.46
C -4.18 -1.29 -3.55
C -1.36 -2.28 -1.89
C -0.70 -1.70 -2.97
C 0.35 -2.37 -3.59
C 0.74 -3.62 -3.14
C 0.08 -4.21 -2.07
C -0.96 -3.54 -1.44
C -3.25 1.20 -1.10
C -4.63 1.06 -0.91
C -5.36 2.20 -0.65
C -4.72 3.43 -0.56
C -3.34 3.45 -0.71
N -2.61 2.36 -0.95
H -1.49 0.36 -1.54
H -5.00 -3.40 -1.03
H -6.74 -4.04 -2.67
H -6.85 -2.89 -4.86
H -5.21 -1.13 -5.42
H -3.46 -0.51 -3.80
H -1.01 -0.74 -3.36
H 0.85 -1.91 -4.43
H 1.55 -4.14 -3.63
H 0.38 -5.19 -1.72
H -1.48 -4.00 -0.61
H -5.10 0.10 -1.02
H -6.44 2.14 -0.53
H -5.26 4.34 -0.37
H -2.79 4.37 -0.62
C 3.73 1.72 -3.69
Si 4.22 0.39 -2.45
C 4.05 -1.31 -3.24
C 6.04 0.61 -2.04
As 2.62 0.51 -0.70
Si 3.22 2.55 0.31
C 2.52 2.62 2.07
C 5.05 2.97 0.41
C 2.32 3.87 -0.69
Si 3.42 -1.19 0.73
C 5.28 -1.39 0.90
C 2.68 -2.78 0.04
C 2.70 -0.97 2.46
H 4.30 1.62 -4.62
H 3.93 2.72 -3.29
H 2.67 1.66 -3.93
H 4.66 -1.38 -4.14
H 3.01 -1.52 -3.51
H 4.38 -2.10 -2.56
H 6.62 0.52 -2.96
H 6.40 -0.15 -1.34
H 6.26 1.59 -1.60
H 3.09 1.98 2.75
H 1.48 2.31 2.11
H 2.58 3.64 2.45
H 5.63 2.14 0.82
H 5.20 3.84 1.07
H 5.45 3.23 -0.57
H 1.25 3.68 -0.71
H 2.67 3.89 -1.72
H 2.48 4.87 -0.27
H 5.72 -1.79 -0.01
H 5.51 -2.09 1.71
H 5.77 -0.44 1.13
H 3.03 -2.97 -0.98
H 1.59 -2.71 -0.01
H 2.94 -3.64 0.65
H 3.18 -0.15 2.99
H 2.86 -1.88 3.05
H 1.62 -0.78 2.43
C 0.26 0.40 5.38
C -0.95 0.52 4.51
O -0.84 0.49 3.28
C -2.29 0.66 5.13
C -3.41 0.79 4.31
C -4.67 0.92 4.86
C -4.83 0.93 6.24
C -3.72 0.81 7.07
C -2.45 0.68 6.52
H 1.15 0.31 4.77
H 0.17 -0.48 6.03
H 0.34 1.28 6.03
H -3.29 0.78 3.24
H -5.54 1.02 4.22
H -5.81 1.04 6.68
H -3.84 0.82 8.14
H -1.60 0.58 7.17